No. 1
ORCA calculation (ωB97M-V/def2-TZVPD) on a cluster of 2 separate species, C2H3BrCl2 in total.

Atoms and positions in Å:
C  0.2100  -0.6115  0.2984
C  1.0264  0.0031  1.1375
Cl  0.6670  0.1865  2.8154
Cl  2.5413  0.6728  0.6724
Br  0.2103  3.2832  0.0436
H  -0.2629  1.9629  0.0919
H  0.4567  -0.7157  -0.7423
H  -0.7148  -1.0389  0.6445

Cartesian forces (eV/Å) of the 2 atoms listed first:
0.04 0.06 0.08
0.05 -0.13 0.09

## Properties
molar mass	177.9	g/mol
relative energy (zero: lowest compared OMol25 entry of this formula, charge and spin)	32.4	kJ/mol
spin multiplicity	1
LUMO level	0.653	eV
total energy	-97209.2960	eV
highest occupied orbital energy	-10.0	eV
charge	0
gap between HOMO and LUMO	10.70	eV

Atomic partial charges in e from the natural (NBO) method, atoms 1 to 5: -0.449 -0.102 0.045 0.056 -0.203

***

No. 2
ORCA calculation (ωB97M-V/def2-TZVPD) on a structure of composition C2H3BrClF in a non-equilibrium geometry.

Atoms and positions in Å:
C  -0.1911  0.5628  0.6980
C  0.4381  -0.4270  -0.4209
F  -1.4050  1.0217  0.2025
Cl  0.3919  0.2022  -2.0674
Br  -0.5603  -2.0499  -0.3925
H  0.2284  1.5901  0.6790
H  -0.3837  -0.0767  1.5993
H  1.4818  -0.8232  -0.2980

Cartesian forces (eV/Å) of the 2 atoms listed first:
0.09 -0.13 -2.10
0.63 0.33 0.81

## Properties
molar mass	161.4	g/mol
relative energy (zero: lowest compared OMol25 entry of this formula, charge and spin)	74.3	kJ/mol
spin multiplicity	1
LUMO level	0.764	eV
total energy	-87404.1112	eV
highest occupied orbital energy	-10.5	eV
charge	0
gap between HOMO and LUMO	11.28	eV

Atomic partial charges in e from the natural (NBO) method, atoms 1 to 5: 0.017 -0.353 -0.368 0.001 0.041

***

No. 3
ORCA calculation (ωB97M-V/def2-TZVPD) on a cluster of 2 separate species, C2H3BrClF in total in a non-equilibrium geometry.

Atoms and positions in Å:
C  -0.9942  1.3216  0.0475
C  -0.5461  0.1235  -0.1887
F  -0.1549  2.3191  -0.1369
Cl  2.1336  -2.7145  0.2595
Br  -1.8434  -1.3163  0.0524
H  -1.9167  1.6857  0.3637
H  2.8979  -1.5572  0.2235
H  0.4238  0.1382  -0.6210

Cartesian forces (eV/Å) of the 2 atoms listed first:
0.09 2.53 0.33
2.73 -1.12 0.10

## Properties
molar mass	161.4	g/mol
relative energy (zero: lowest compared OMol25 entry of this formula, charge and spin)	200.6	kJ/mol
spin multiplicity	3
<S²>	2.011
LUMO level (spin up / spin down)	0.480 / -3.334	eV
total energy	-87398.9519	eV
highest occupied orbital energy (spin up / spin down)	-5.0 / -10.5	eV
charge	0
gap between HOMO and LUMO (spin up / spin down)	5.51 / 7.19	eV

Atomic partial charges in e from the natural (NBO) method, atoms 1 to 5: 0.298 -0.415 -0.303 -0.287 0.048

***

No. 4
ORCA calculation (ωB97M-V/def2-TZVPD) on a structure of composition C2H3BrClN in a non-equilibrium geometry.

Atoms and positions in Å:
C  0.4467  -0.3541  0.5986
C  0.2420  0.4909  -0.5921
N  -0.9554  -0.1484  0.8105
Cl  0.3344  2.2065  -0.3992
Br  -0.4966  -0.1727  -2.1589
H  0.7679  -1.2770  0.2765
H  1.1440  -0.0091  1.2524
H  -1.4830  -0.7361  0.2123

Cartesian forces (eV/Å) of the 2 atoms listed first:
-3.52 0.89 -2.71
3.98 2.75 -3.42

## Properties
molar mass	156.4	g/mol
relative energy (zero: lowest compared OMol25 entry of this formula, charge and spin)	96.0	kJ/mol
spin multiplicity	3
<S²>	2.010
LUMO level (spin up / spin down)	0.624 / -1.791	eV
total energy	-86172.3664	eV
highest occupied orbital energy (spin up / spin down)	-7.0 / -10.3	eV
charge	0
gap between HOMO and LUMO (spin up / spin down)	7.58 / 8.54	eV

Atomic partial charges in e from the natural (NBO) method, atoms 1 to 5: -0.369 -0.152 -0.424 0.068 0.140